C4H7N2O2 | ωB97M-V/def2-TZVPD

Last column: Mulliken charge in e.
Geometry (Å):
O: 2.54920 -0.48372 0.07613  -0.64
N: 1.40286 -0.11343 0.21186  1.03
C: 0.29136 -1.11426 0.37218  -0.92
C: -1.02816 -0.54195 0.70535  -0.53
N: -1.44694 0.34612 -0.28888  -0.02
C: -0.48330 0.97313 -0.84955  -0.21
C: 0.86686 1.17396 -0.45389  -0.17
O: 1.21807 0.99978 0.92977  -0.39
H: 0.64082 -1.86216 0.99131  0.45
H: 0.21033 -1.40612 -0.67096  0.43
H: -1.52202 -1.42861 0.73653  0.45
H: -0.97489 -0.20515 1.67762  0.34
H: -2.44316 0.44005 -0.51871  0.30
H: -0.74491 1.39699 -1.88706  0.39
H: 1.46388 1.82538 -1.03168  0.50

Properties
SMILES string: [O-][N@+]12CC[NH+]=C[C@H]1O2
E_LUMO (alpha / beta): -0.2226 / -0.2225 Ha
Total charge: +1
Gap between HOMO and LUMO (alpha / beta): 8.1 / 8.1 eV
F_max: 5.272 eV Å⁻¹
HOMO level (alpha / beta): -0.521 / -0.521 Eh
Energy relative to the best compared isomer or geometry (same formula, charge and spin): 153.2 kcal/mol